Entry 1:
84
Properties=species:S:1:pos:R:3:forces:R:3 method="wB97M-V/def2-TZVPD" spin_multiplicity=5 lumo_ev="-7.3 / -7.8" total_charge=+2
Pt -0.370838 -0.921463 -4.514858 -1.58 -1.22 2.79
C -0.522690 -2.551046 0.483178 -0.05 0.28 0.22
C 0.841084 -2.612483 0.122871 0.42 -0.03 0.15
C 0.534855 -0.672894 1.318622 -0.18 0.44 0.32
C -0.706279 -1.363946 1.255577 -0.41 -0.17 -0.08
C 1.498164 -1.450992 0.634742 0.09 -0.56 0.09
C -1.570413 -3.534784 0.141370 -0.33 0.06 -0.15
H -1.417319 -3.920905 -0.874682 -0.08 -0.05 0.28
H -2.560249 -3.063110 0.196391 0.22 -0.24 -0.04
H -1.577468 -4.388663 0.835811 0.09 0.16 -0.14
C -1.969899 -0.974860 1.908060 -0.36 0.28 0.25
H -2.841486 -1.163245 1.270359 0.19 -0.03 0.02
H -1.989634 0.078544 2.194032 0.17 -0.20 -0.02
H -2.140391 -1.556123 2.824005 0.13 -0.08 -0.08
C 0.776605 0.607518 2.023231 0.30 0.02 0.04
H 0.491053 0.517370 3.085672 0.03 0.11 -0.32
H 0.161496 1.413949 1.587933 0.14 -0.31 0.17
H 1.834514 0.900103 1.966447 -0.36 -0.09 0.09
C 2.948699 -1.192216 0.609085 0.53 0.15 -0.28
H 3.435725 -1.517418 1.544961 -0.26 0.05 -0.18
H 3.170011 -0.122284 0.496591 -0.07 -0.29 0.02
H 3.436971 -1.740795 -0.204775 -0.06 0.19 0.19
C 1.493098 -3.734005 -0.584084 0.22 -0.07 -0.43
H 1.733935 -4.579212 0.079325 -0.16 0.25 -0.03
H 2.434555 -3.406718 -1.033997 -0.12 -0.15 0.02
H 0.842452 -4.122497 -1.376561 0.12 -0.04 0.15
C -1.389813 0.616457 -5.408511 -0.15 -0.50 -1.11
C -1.882063 -0.637640 -5.985742 -0.73 1.34 -0.09
C -1.383129 -1.063097 -7.365087 -0.25 -0.51 0.02
C 0.056856 -1.587385 -7.379542 0.24 -0.57 -0.12
C 0.711945 -1.598695 -6.010682 2.36 1.22 -2.36
C 1.330508 -0.434393 -5.409852 2.68 0.13 -2.09
C 1.160825 0.971136 -5.949701 0.54 0.55 -0.43
C -0.325610 1.428110 -6.107910 0.55 0.66 0.03
H -1.428725 -0.228866 -8.085275 -0.46 -0.20 0.43
H 0.662896 -1.014202 -8.101689 -0.08 -0.23 0.41
H -2.018551 -1.880929 -7.727137 -0.07 0.48 0.04
H -0.554085 1.411726 -7.165792 -0.21 0.17 -0.32
H -2.016825 1.184659 -4.731572 -0.15 -0.39 0.04
H -2.938454 -0.890080 -5.779162 0.78 -0.07 0.24
H -0.366438 2.472224 -5.766425 -0.20 -0.43 -0.25
H 1.699962 1.685487 -5.294585 -0.43 -0.56 -0.12
H 2.255329 -0.640080 -4.877927 -0.05 0.15 0.22
H 1.661935 1.117620 -6.927143 -0.23 -0.26 0.31
H 0.045643 -2.639429 -7.721501 0.06 0.61 -0.02
H 1.093639 -2.595809 -5.786500 0.16 0.21 0.62
P -1.499526 2.227940 -2.582876 -0.49 -2.73 -0.59
P 0.854335 3.046138 -1.383485 0.64 0.51 -0.22
C -0.850559 3.683485 -3.411577 -0.15 1.16 0.22
C 0.661540 3.805779 -3.076818 -0.25 -0.25 -0.22
H -1.423450 4.441084 -2.862196 0.27 0.59 -0.35
H -1.058242 3.814305 -4.472108 -0.21 -0.02 0.00
H 1.242122 3.205070 -3.798756 -0.17 0.36 0.24
H 1.023612 4.847246 -3.132189 -0.26 -0.45 0.10
C 2.102255 4.079616 -0.528776 0.47 0.35 0.44
H 1.844419 4.108188 0.543307 0.18 0.00 -0.35
H 2.136647 5.120242 -0.877529 -0.14 -0.28 0.01
H 3.111866 3.658768 -0.618336 -0.18 0.21 -0.02
C 1.867918 1.549579 -1.777431 -0.05 -0.07 0.33
H 2.096818 1.445267 -2.843092 0.04 0.10 0.20
H 1.283923 0.675205 -1.469238 0.22 -0.10 0.00
H 2.798941 1.634938 -1.195134 -0.29 -0.35 -0.30
C -3.398886 2.147410 -2.722883 0.94 0.35 0.40
H -3.809033 1.120781 -2.638267 0.59 0.43 -0.16
H -3.795944 2.638077 -3.622248 -0.09 0.10 0.55
H -3.633304 2.642984 -1.759377 -0.59 0.12 -0.72
C -1.371676 -2.225435 -3.429614 -2.61 -0.10 0.37
H -0.591211 -2.543097 -2.701773 -0.23 0.27 -0.32
H -1.660812 -3.021377 -4.151282 -0.02 0.28 0.84
H -2.237954 -1.741694 -2.966580 -0.05 -0.94 0.42
C -2.006969 2.016040 0.580334 -0.30 0.47 -0.41
C -1.917550 2.794074 1.742203 -0.05 0.29 0.44
C -0.899862 3.804702 1.851863 -0.23 -0.33 -0.15
C -0.670689 4.455482 3.048263 -0.09 0.13 -0.05
C -1.520176 4.220831 4.144219 0.11 0.05 0.04
C -2.577165 3.300240 4.041643 -0.07 -0.05 0.09
C -2.778076 2.581447 2.873491 0.52 0.08 -0.32
H -1.388885 2.263257 -0.296495 -0.32 -0.27 0.85
H -2.800486 1.282305 0.450227 0.12 0.14 0.09
H -0.328634 4.045333 0.946395 -0.15 -0.17 0.53
H 0.159704 5.170477 3.122733 -0.51 -0.25 0.03
H -1.363371 4.781557 5.071156 -0.09 -0.31 -0.34
H -3.241901 3.141691 4.898437 0.29 0.10 -0.37
H -3.576141 1.837829 2.777211 0.21 0.33 0.17

=====

Entry 2:
57
Properties=species:S:1:pos:R:3:forces:R:3 method="wB97M-V/def2-TZVPD" spin_multiplicity=3 lumo_ev="-10.4 / -12.2" de_lowest_kj_mol=55.59 total_charge=+3
Au 1.126182 2.452534 0.917058 0.54 -0.01 -0.20
O 3.775167 5.757045 0.574820 0.01 -0.02 -0.03
C 3.107474 4.657184 0.664317 -0.11 0.06 0.05
O 1.877261 4.577840 0.660551 -0.20 0.17 0.11
C 3.943892 3.423850 0.759503 -0.05 -0.06 -0.02
C 5.325855 3.393385 0.715065 0.04 -0.02 0.01
C 5.954876 2.153720 0.734723 -0.05 0.03 0.00
C 5.185292 0.997012 0.816852 0.10 0.00 0.01
C 3.810010 1.113239 0.895628 -0.07 0.02 0.06
N 3.215186 2.309060 0.854605 0.19 0.04 -0.05
C 2.818426 -0.009706 0.988919 -0.09 0.01 -0.09
O 3.168185 -1.212707 1.307517 -0.05 -0.03 -0.11
O 1.633170 0.227763 0.749103 -0.10 -0.02 0.26
H 3.206088 6.546650 0.496919 0.00 0.01 0.01
H 5.887065 4.316762 0.657626 0.01 -0.01 -0.03
H 7.033769 2.088047 0.677620 0.00 0.00 0.01
H 5.671896 0.029745 0.795828 -0.01 0.00 0.04
H 4.107661 -1.341391 1.506740 0.07 -0.01 0.02
Cl -2.321375 4.550978 3.020014 -0.01 -0.02 0.05
C -1.733516 4.351349 1.424616 -0.09 0.25 0.12
Cl -1.221682 2.556514 1.139876 0.04 0.12 -0.09
H -0.840532 4.938726 1.243310 0.04 -0.08 -0.07
H -2.505063 4.506770 0.678002 0.01 -0.09 -0.03
C -5.605085 -2.883317 1.213207 0.01 -0.01 0.01
C -4.714648 -2.653904 2.254428 0.06 -0.09 0.01
C -3.469802 -2.102898 1.993393 -0.11 0.10 -0.09
C -3.135420 -1.781227 0.677958 -0.11 0.39 0.26
C -4.028513 -1.988435 -0.374037 -0.07 0.03 0.14
C -5.267871 -2.544872 -0.090418 0.05 -0.11 -0.07
Sb -1.241545 -0.965072 0.257622 -0.76 -1.01 -0.11
C -0.129820 -2.721195 0.006881 0.47 0.33 -0.04
C 0.228970 -3.432172 1.151000 0.09 -0.07 -0.11
C 0.949411 -4.608272 1.008095 -0.07 -0.02 0.04
C 1.303448 -5.058915 -0.258482 -0.05 -0.02 0.00
C 0.964502 -4.326873 -1.388954 -0.07 -0.01 -0.04
C 0.246733 -3.144230 -1.266591 0.11 -0.06 0.07
C -1.467400 0.092676 -1.520375 0.24 0.16 -0.02
C -0.408012 0.206678 -2.428042 -0.11 0.00 -0.01
C -0.602277 0.894272 -3.616184 0.04 0.03 0.04
C -1.833220 1.483704 -3.882677 0.00 0.01 -0.01
C -2.875460 1.392586 -2.966887 0.00 0.04 0.04
C -2.692280 0.719361 -1.768345 0.10 0.01 -0.11
H -6.563235 -3.341616 1.417272 -0.04 0.08 0.01
H -4.987894 -2.903558 3.270704 0.00 -0.04 -0.01
H -2.783058 -1.925339 2.811878 0.00 0.02 0.00
H -3.774287 -1.749114 -1.397461 0.01 0.02 -0.01
H -5.967730 -2.719092 -0.896864 0.01 -0.04 0.01
H -0.061430 -3.098127 2.140254 0.01 0.02 0.00
H 1.227060 -5.177870 1.885080 -0.05 -0.04 -0.01
H 1.821339 -6.002506 -0.366715 0.10 0.05 0.01
H 1.251314 -4.678353 -2.371188 -0.05 -0.04 0.00
H -0.039223 -2.596107 -2.155315 0.02 0.01 0.01
H 0.546516 -0.267931 -2.229835 0.00 -0.01 0.00
H 0.200986 0.965474 -4.337562 -0.01 0.00 -0.01
H -1.979818 2.023781 -4.808694 -0.01 -0.04 -0.02
H -3.832829 1.845409 -3.188309 0.01 0.02 0.00
H -3.504701 0.662662 -1.054031 -0.02 -0.03 0.00